DFT (ωB97M-V/def2-TZVPD) results for C28H43AsClMnN5O5S4 as an isolated structure.

Computed properties:
ΔE to the lowest compared entry with this formula, charge and spin	102.2	kJ/mol
HOMO (spin up / spin down)	-0.266 / -1.403	eV

Structure (ORCA input):
```
! wB97M-V def2-TZVPD RIJCOSX def2/J DEFGRID3
* xyz -2 2
Mn 0.115 -1.720 0.736
C -3.744 -4.493 1.254
As -1.978 -5.072 0.702
C -2.150 -6.979 1.152
C -1.963 -5.284 -1.223
S -0.094 -4.586 1.503
H -4.250 -5.356 1.686
H -4.253 -4.132 0.363
H -3.655 -3.679 1.971
H -3.063 -7.406 0.729
H -2.165 -7.068 2.237
H -1.276 -7.502 0.768
H -2.839 -5.860 -1.525
H -1.049 -5.829 -1.456
H -1.951 -4.321 -1.722
N 4.992 -5.153 -3.251
C 3.686 -4.780 -3.637
S 3.206 -5.135 -5.234
C 2.886 -4.158 -2.650
C 1.583 -3.653 -2.917
C 0.876 -3.001 -1.941
N 1.320 -2.781 -0.683
C 2.530 -3.293 -0.403
C 3.322 -3.959 -1.308
H 5.540 -5.368 -4.070
H 5.453 -4.471 -2.661
H 1.161 -3.782 -3.905
H -0.113 -2.608 -2.151
H 2.873 -3.156 0.616
H 4.263 -4.360 -0.957
O -2.257 -2.209 2.644
S -2.480 -1.211 1.603
O -3.798 -0.593 1.671
O -1.372 -0.202 1.600
S -2.212 -2.116 -0.236
C 1.733 -2.358 3.501
O 2.397 -1.496 2.593
C 1.639 -1.049 1.528
C 2.503 0.043 0.910
H 1.024 -1.789 4.110
H 2.500 -2.794 4.143
H 1.181 -3.137 2.983
H 3.313 0.343 1.580
H 1.907 0.922 0.655
H 2.948 -0.331 -0.018
C -2.342 5.610 -2.349
C -0.993 5.571 -1.621
C -0.989 6.684 -0.569
C 0.114 5.899 -2.634
C -0.735 4.171 -0.970
O 0.626 4.181 -0.567
C -1.673 3.847 0.217
C -1.279 4.299 1.631
C -0.326 3.395 2.379
C -0.653 2.063 2.634
C 0.173 1.257 3.405
C 1.329 1.800 3.939
Cl 2.355 0.834 4.965
C 1.701 3.107 3.668
C 0.871 3.893 2.883
C -0.979 3.074 -2.032
N -0.311 1.829 -1.747
C -0.639 0.853 -0.890
N 0.237 -0.121 -0.967
C 1.089 0.294 -1.935
N 0.816 1.483 -2.426
H -2.518 6.623 -2.719
H -3.176 5.352 -1.693
H -2.367 4.941 -3.209
H -1.060 7.652 -1.071
H -0.066 6.670 0.011
H -1.836 6.603 0.114
H -0.033 6.917 -3.005
H 0.105 5.233 -3.498
H 1.097 5.832 -2.173
H 0.810 3.386 -0.050
H -1.799 2.762 0.265
H -2.666 4.237 -0.019
H -2.206 4.338 2.212
H -0.868 5.306 1.630
H -1.549 1.612 2.221
H -0.084 0.217 3.559
H 2.625 3.499 4.071
H 1.157 4.917 2.665
H -0.623 3.369 -3.014
H -2.052 2.881 -2.090
H -1.498 0.849 -0.236
H 1.926 -0.295 -2.276
*
```

---

DFT (ωB97M-V/def2-TZVPD) results for the molecule C8H8N2O3S.

Computed properties:
ΔE to the lowest compared entry with this formula, charge and spin	568.9	kJ/mol
HOMO (spin up / spin down)	-8.276 / -8.278	eV

Structure (ORCA input):
```
! wB97M-V def2-TZVPD RIJCOSX def2/J DEFGRID3
* xyz 0 1
C 1.904 -1.571 -0.744
C 0.988 -2.671 -0.525
C 1.530 -0.358 -0.351
C -0.262 -2.380 -0.148
C 0.236 -0.105 0.168
C -0.667 -1.116 0.168
C -0.780 2.006 -0.250
C 1.100 2.064 1.163
N 0.010 1.248 0.575
N -1.997 1.493 -0.422
O -2.824 1.738 -1.273
O -2.346 0.706 0.722
O -3.191 -1.523 -0.126
S -2.386 -0.955 0.858
H 2.862 -1.623 -1.145
H 1.387 -3.592 -0.822
H 2.081 0.504 -0.731
H -1.006 -3.199 0.069
H -0.494 2.697 -0.987
H 1.964 2.146 0.417
H 0.458 2.946 1.269
H 1.434 1.543 2.115
*
```

---

DFT (ωB97M-V/def2-TZVPD) results for C22H34NO3P3V as an isolated structure.

Computed properties:
HOMO (spin up / spin down)	-13.694 / -13.175	eV

Structure (ORCA input):
```
! wB97M-V def2-TZVPD RIJCOSX def2/J DEFGRID3
* xyz 2 2
C 2.653 -2.248 2.749
C 2.104 -1.687 1.594
C 0.792 -2.092 1.210
C 0.143 -3.150 1.895
C 0.713 -3.653 3.068
C 1.955 -3.197 3.498
C -1.109 -3.736 1.379
C -1.360 -3.433 -0.042
C -0.658 -2.384 -0.688
C -0.725 -2.243 -2.103
C -1.631 -3.037 -2.806
C -2.429 -3.976 -2.149
C -2.288 -4.178 -0.779
H 3.651 -1.929 3.051
H 0.177 -4.428 3.617
H 2.394 -3.605 4.408
H -1.103 -4.826 1.536
H -1.704 -2.901 -3.885
H -3.144 -4.569 -2.719
H -2.879 -4.939 -0.264
N 0.146 -1.525 0.090
V 0.198 0.305 -0.238
C 2.931 -0.695 0.778
H 3.152 -1.074 -0.234
H 3.886 -0.503 1.283
C 0.167 -1.265 -2.864
H 1.237 -1.484 -2.709
H -0.052 -1.333 -3.936
P 2.155 0.983 0.561
P -0.084 0.530 -2.434
C -1.722 0.855 -3.152
H -2.300 1.476 -2.457
H -1.599 1.369 -4.112
H -2.254 -0.092 -3.301
C 1.051 1.484 -3.474
H 0.586 1.678 -4.448
H 1.256 2.437 -2.968
H 1.996 0.941 -3.603
C 2.285 1.675 2.238
H 3.210 2.259 2.322
H 1.411 2.308 2.438
H 2.292 0.858 2.968
C 3.328 1.954 -0.419
H 2.790 2.815 -0.842
H 4.145 2.305 0.225
H 3.726 1.344 -1.240
H -2.154 -3.401 2.158
H -2.822 -3.286 2.681
C -2.089 2.040 2.715
O -1.057 2.611 1.887
P -0.891 2.182 0.311
O -0.196 3.576 -0.269
C 0.225 4.660 0.576
O -2.438 2.371 -0.245
C -2.900 3.587 -0.875
H -1.803 1.040 3.069
H -3.045 1.976 2.178
H -2.212 2.711 3.570
H -0.643 5.190 1.001
H 0.908 4.338 1.380
H 0.763 5.358 -0.079
H -2.783 4.451 -0.206
H -2.383 3.771 -1.828
H -3.967 3.432 -1.069
*
```

---

DFT (ωB97M-V/def2-TZVPD) results for the molecule C6H13NO2.

Computed properties:
ΔE to the lowest compared entry with this formula, charge and spin	105.5	kJ/mol
HOMO	-10.089	eV
structure (SMILES)	CC[C@H](C)[C@H](N)C(=O)O

Structure (ORCA input):
```
! wB97M-V def2-TZVPD RIJCOSX def2/J DEFGRID3
* xyz 0 1
C 0.581 -1.780 0.502
C -0.080 -1.327 -0.799
C -0.057 0.151 -0.925
C 1.417 0.630 -1.347
C -0.532 1.074 0.132
N 0.252 1.229 1.342
C -1.938 0.601 0.528
O -2.829 0.468 -0.265
O -2.219 0.710 1.813
H 0.173 -1.300 1.415
H 1.673 -1.640 0.477
H 0.397 -2.900 0.673
H 0.462 -1.774 -1.685
H -1.171 -1.566 -0.770
H -0.685 0.394 -1.795
H 1.714 0.178 -2.307
H 2.112 0.314 -0.518
H 1.457 1.718 -1.523
H -0.683 2.060 -0.299
H 0.122 0.379 1.921
H 1.225 1.309 1.207
H -1.393 1.073 2.223
*
```